Entry 1:
Density functional theory data (wB97M-V/def2-TZVPD) for a single C7H8ClNO2S molecule in a non-equilibrium geometry.

LUMO (alpha / beta) ... -1.84 / -1.68 eV
Relative energy (zero: lowest compared OMol25 entry of this formula, charge and spin) ... 0.624 eV

The geometry in ORCA input format:
```
! wB97M-V def2-TZVPD RIJCOSX def2/J DEFGRID3
* xyz 0 1
C 1.291 0.358 -0.689
C 0.125 0.949 -0.301
C -0.927 0.341 0.382
C 0.779 -1.620 0.732
C 1.864 -0.858 -0.044
C -0.639 -1.396 0.301
C 0.055 2.362 -0.635
N 1.149 -2.521 1.573
O -3.585 -0.236 0.711
O -2.898 2.017 0.108
S -2.621 0.617 0.073
Cl -0.858 -1.957 -1.329
H 1.929 0.799 -1.457
H 2.399 -1.562 -0.748
H 2.645 -0.445 0.685
H -1.375 -1.834 0.906
H -0.728 2.856 -0.240
H -0.030 2.427 -1.647
H 0.998 2.839 -0.266
H 0.427 -3.136 1.886
*
```

These are the natural (NBO) partial charges, in e, on atoms 1 to 5:
1 C -0.04
2 C -0.11
3 C -0.27
4 C 0.29
5 C -0.53

***

Entry 2:
Density functional theory data (wB97M-V/def2-TZVPD) for a molecular structure, C7H12B3Cl2N3O3 in a non-equilibrium geometry.

LUMO ... 0.30 eV
Relative energy (zero: lowest compared OMol25 entry of this formula, charge and spin) ... 0.000 eV

The geometry in ORCA input format:
```
! wB97M-V def2-TZVPD RIJCOSX def2/J DEFGRID3
* xyz 0 1
N 4.177 -1.949 -1.001
B 2.889 -2.197 -0.364
O 2.452 -3.499 -0.236
B 1.182 -3.676 0.294
N 0.279 -4.712 -0.119
O 0.783 -2.714 1.239
B 0.866 -1.515 0.560
C -0.437 -0.731 0.162
C -0.396 0.107 -0.947
C -1.560 0.755 -1.336
C -2.690 0.521 -0.577
C -2.642 -0.322 0.524
N -1.538 -0.956 0.895
O 2.127 -1.133 0.128
H 4.761 -1.349 -0.437
H 4.093 -1.552 -1.925
H -0.592 -4.576 0.380
H 0.045 -4.602 -1.100
H 0.529 0.241 -1.481
H -1.581 1.397 -2.200
H -3.624 0.993 -0.836
H -3.537 -0.495 1.102
Cl -1.890 4.596 -0.719
C -1.454 3.904 0.865
C -0.001 4.115 1.201
Cl 1.067 3.169 0.135
H -1.702 2.845 0.842
H -2.077 4.394 1.611
H 0.187 3.780 2.220
H 0.285 5.160 1.120
*
```

These are the Mulliken partial charges, in e, on atoms 1 to 5:
1 N -0.60
2 B 0.52
3 O -0.59
4 B 0.51
5 N -0.60

***

Entry 3:
Density functional theory data (wB97M-V/def2-TZVPD) for a single C8H14O molecule in a non-equilibrium geometry.

LUMO ... 0.87 eV
Relative energy (zero: lowest compared OMol25 entry of this formula, charge and spin) ... 0.716 eV

The geometry in ORCA input format:
```
! wB97M-V def2-TZVPD RIJCOSX def2/J DEFGRID3
* xyz 0 1
C -0.776 0.153 -0.028
C -1.927 0.318 0.963
C -1.233 -0.648 -1.243
C 0.542 -0.596 2.037
C 1.997 -0.152 -1.567
C 0.518 -0.345 0.558
C -0.233 1.607 -0.393
C 1.690 -0.277 -0.107
O -0.085 2.503 0.384
H -0.250 1.762 -1.488
H 2.562 -0.553 0.468
H -1.602 -1.621 -0.908
H -2.796 0.699 0.426
H -1.684 1.046 1.734
H -2.172 -0.622 1.452
H -0.430 -0.835 -1.954
H -2.045 -0.125 -1.753
H 0.285 0.316 2.588
H -0.174 -1.369 2.306
H 1.529 -0.921 2.354
H 2.007 -1.128 -2.061
H 1.291 0.498 -2.081
H 2.985 0.291 -1.687
*
```

These are the natural (NBO) partial charges, in e, on atoms 1 to 5:
1 C -0.21
2 C -0.60
3 C -0.60
4 C -0.63
5 C -0.65

***

Entry 4:
Density functional theory data (wB97M-V/def2-TZVPD) for a molecular structure, C34H26I2N3O5 in a non-equilibrium geometry.

LUMO ... -4.76 eV

The geometry in ORCA input format:
```
! wB97M-V def2-TZVPD RIJCOSX def2/J DEFGRID3
* xyz 1 1
C 1.989 -0.564 -2.208
C 2.283 -2.143 -2.425
I 2.134 -3.060 -4.419
C 2.672 -2.965 -1.308
I 3.116 -5.099 -1.601
N 2.768 -2.379 0.069
C 1.497 -2.203 0.874
C 1.765 -2.412 2.455
O 1.024 -1.893 3.335
C 3.960 -1.965 0.579
N 4.111 -0.655 1.202
N 5.143 -2.828 0.516
H 2.250 -0.219 -1.138
H 0.905 -0.295 -2.449
H 2.747 -0.023 -2.890
H 1.117 -1.121 0.714
H 0.653 -2.877 0.475
H 2.660 -3.058 2.811
H 4.852 -0.100 0.741
H 3.217 -0.133 1.213
H 5.655 -2.764 1.423
H 4.803 -3.816 0.509
C 2.145 6.167 2.995
C 2.451 6.745 4.225
C 2.334 6.001 5.393
C 1.898 4.677 5.337
C 1.568 4.105 4.108
C 1.704 4.849 2.935
C 1.058 2.717 4.040
O 0.773 2.213 2.963
C 0.890 1.951 5.295
C 0.356 0.663 5.252
C 0.208 -0.069 6.425
C 0.601 0.479 7.644
C 1.128 1.765 7.693
C 1.265 2.507 6.519
C 1.794 3.888 6.585
O 2.134 4.370 7.651
H 2.245 6.745 2.082
H 2.783 7.778 4.272
H 2.579 6.456 6.348
H 1.461 4.406 1.975
H 0.050 0.228 4.306
H -0.213 -1.069 6.389
H 0.491 -0.096 8.559
H 1.428 2.188 8.646
C -5.677 1.012 -7.379
C -4.353 1.215 -7.762
C -3.343 0.427 -7.221
C -3.653 -0.559 -6.284
C -4.977 -0.745 -5.882
C -5.990 0.035 -6.440
C -5.314 -1.754 -4.852
O -6.469 -1.920 -4.502
C -4.223 -2.553 -4.247
C -4.517 -3.467 -3.234
C -3.501 -4.231 -2.669
C -2.190 -4.091 -3.120
C -1.893 -3.177 -4.125
C -2.908 -2.399 -4.683
C -2.574 -1.404 -5.727
O -1.425 -1.279 -6.118
H -6.466 1.622 -7.808
H -4.109 1.986 -8.486
H -2.314 0.586 -7.528
H -7.023 -0.114 -6.141
H -5.537 -3.583 -2.880
H -3.731 -4.938 -1.878
H -1.398 -4.692 -2.684
H -0.869 -3.068 -4.469
*
```

These are the natural (NBO) partial charges, in e, on atoms 1 to 5:
1 C -0.67
2 C -0.12
3 I 0.29
4 C -0.10
5 I 0.20